17
Properties=species:S:1:pos:R:3:forces:R:3:nbo_charge:R:1 method="wB97M-V/def2-TZVPD" de_lowest_kj_mol=436.4 total_charge=0 homo_ev="-6.9 / -6.9" lumo_ev="0.9 / 0.9" orbital_gap_ev="7.77 / 7.76"
C -1.625047 -1.604116 1.692433 -0.5112 -0.2326 -0.4702 -0.6525
O -1.878807 -0.205434 -1.318830 0.0550 -0.2867 0.6546 -0.6825
N 0.613169 -0.779880 0.909824 -0.7775 -2.0018 0.7411 -0.4350
C 0.528843 0.032417 -1.474009 0.0064 0.3353 0.5141 -0.4814
H -2.549030 -0.068876 -0.637750 0.0531 -0.0473 -0.0430 0.4860
C -0.496761 -1.270366 1.121607 1.1566 0.7977 0.7205 0.4093
H -2.007285 -1.068806 2.553938 0.2058 0.0790 -0.0446 0.2346
H 1.621744 2.002782 0.897342 0.2121 -0.1179 -0.0184 0.2175
H 1.111677 0.714978 -2.092792 0.1064 -0.2512 -0.0985 0.2226
H 2.728857 0.630934 1.010683 -0.0912 -0.1553 0.1270 0.2378
H 2.550825 1.490804 -0.515824 -0.1290 -0.0476 0.0022 0.2072
H -0.961609 1.603136 -0.841247 0.2530 0.0416 -0.4401 0.1755
H 0.487330 -0.990427 -1.842438 -0.0083 0.0574 -0.1399 0.2392
H -2.272325 -2.344537 1.242477 0.0947 -0.1619 0.0730 0.2295
C -0.773896 0.556923 -1.053256 1.2292 0.7388 0.2647 0.1120
C 2.009299 1.124675 0.360832 -0.3726 0.7538 -0.0276 -0.6409
C 0.913016 0.175793 -0.012988 -1.4825 0.4987 -1.8151 0.1211